(1)
This record from the OMol25 dataset describes a molecular structure, C28H26N11S2Ti at a distorted geometry. The level of theory is wB97M-V/def2-TZVPD.

Geometry as XYZ:
```
68
Properties=species:S:1:pos:R:3
Ti 0.561 0.148 -0.308
C -1.472 0.770 -4.111
C -2.565 1.673 -3.901
C -2.591 2.418 -2.756
C -1.703 1.999 -1.674
N -0.794 0.968 -1.795
C -0.718 0.345 -3.016
N -1.800 2.710 -0.513
C -0.949 2.683 0.510
N 0.063 1.742 0.765
C 0.323 1.734 2.195
N 1.052 0.917 2.918
C 2.018 0.089 2.395
C 2.768 -0.725 3.307
C 3.767 -1.591 2.801
C 4.149 -1.557 1.465
C 3.289 -0.777 0.649
N 2.246 -0.095 1.064
C -0.495 2.752 2.786
C -0.524 3.248 4.139
C -1.327 4.312 4.382
C -2.108 4.953 3.423
C -2.076 4.528 2.123
C -1.238 3.404 1.800
H -1.365 0.288 -5.109
H -3.352 1.840 -4.628
H -3.202 3.309 -2.569
H -0.029 -0.485 -3.066
H 2.789 -0.632 4.420
H 4.130 -2.314 3.543
H 4.992 -2.150 1.072
H 3.583 -0.536 -0.357
H 0.002 2.703 4.973
H -1.368 4.847 5.357
H -2.837 5.716 3.766
H -2.663 5.024 1.341
N -2.018 -2.092 4.570
C -1.526 -1.706 3.315
C -2.310 -0.816 2.459
C -1.922 -0.709 1.137
N -0.714 -1.255 0.725
C -0.104 -2.194 1.487
C -0.463 -2.417 2.807
H -2.568 -1.374 5.051
H -1.356 -2.644 5.093
H -3.195 -0.208 2.826
H -2.461 -0.090 0.412
H 0.604 -2.765 0.966
H -0.083 -3.270 3.386
N 2.758 0.464 -3.779
C 2.531 1.679 -3.229
N 2.584 2.709 -4.092
S 2.283 1.866 -1.527
H 2.597 0.268 -4.767
H 2.569 -0.376 -3.302
H 2.476 2.513 -5.066
H 2.283 3.626 -3.849
S 1.542 -1.902 -1.632
C 0.453 -3.072 -2.319
N 0.979 -4.044 -3.150
C 0.172 -5.078 -3.569
C -1.158 -5.044 -3.244
C -1.680 -3.932 -2.559
N -0.830 -2.972 -2.017
H 1.985 -4.065 -3.306
H 0.591 -5.824 -4.239
H -1.870 -5.780 -3.571
H -2.704 -3.755 -2.408
```

Output
Total charge = +3
LUMO level = -9.9776 eV
Energy relative to the best compared isomer or geometry (same formula, charge and spin) = 257.56 kJ/mol
Gap between HOMO and LUMO = 5.88 eV

Results of the Löwdin charge analysis, in e, for atoms 1 through 4:
1 Ti 0.950
2 C -0.014
3 C -0.013
4 C 0.046


(2)
This record from the OMol25 dataset describes 6 unconnected molecules or ions with the total composition C31H76INO15P3S at a distorted geometry. The level of theory is wB97M-V/def2-TZVPD.

Geometry as XYZ:
```
128
Properties=species:S:1:pos:R:3
C 0.601 -3.085 6.009
C 0.404 -3.874 4.564
P 1.289 -3.027 3.094
C 3.197 -2.866 3.450
C 0.716 -1.209 2.878
O -0.687 -0.852 3.277
P -1.647 -0.305 1.886
C -2.096 -2.159 1.759
S -3.503 -0.096 2.979
C -2.566 0.273 0.269
C -2.657 -0.901 -0.875
O -2.775 -0.194 -2.190
P -1.426 1.852 2.267
O -2.861 2.738 1.767
I -1.112 2.108 4.741
O -0.253 -0.328 0.807
C 1.066 -0.591 1.401
N 2.200 0.392 1.228
C 2.062 1.622 2.096
C 2.353 0.884 -0.194
C 3.843 0.680 -0.925
O 1.432 1.512 -0.929
H 1.523 -2.347 6.018
H 0.781 -3.944 6.816
H -0.398 -2.513 6.275
H -0.750 -4.008 4.337
H 0.858 -4.965 4.716
H 3.740 -3.901 3.503
H 3.633 -2.228 2.550
H 3.418 -2.262 4.429
H 1.314 -0.678 3.763
H -1.538 -2.744 0.903
H -3.260 -2.324 1.549
H -1.913 -2.659 2.828
H -3.182 -0.130 4.357
H -1.907 1.161 -0.177
H -3.680 0.606 0.495
H -1.717 -1.594 -0.952
H -3.678 -1.509 -0.762
H -2.493 -0.863 -2.881
H -2.618 3.061 0.833
H 1.446 -1.558 0.822
H 1.440 1.476 3.076
H 1.580 2.500 1.482
H 3.174 1.956 2.374
H 4.523 1.538 -0.459
H 4.280 -0.396 -0.779
H 3.725 0.983 -2.073
C 6.361 -4.945 1.561
O 6.430 -5.159 2.968
C 6.834 -6.493 3.293
C 8.306 -6.541 3.708
O 9.168 -6.243 2.606
C 9.672 -4.913 2.661
H 6.251 -3.871 1.384
H 7.263 -5.292 1.052
H 5.484 -5.458 1.154
H 6.637 -7.176 2.458
H 6.218 -6.812 4.140
H 8.546 -7.559 4.034
H 8.499 -5.865 4.551
H 10.429 -4.837 3.447
H 8.877 -4.184 2.841
H 10.141 -4.684 1.700
C -7.211 5.009 -1.290
O -6.627 5.319 -2.552
C -5.430 6.091 -2.419
C -4.185 5.222 -2.608
O -4.039 4.283 -1.538
C -4.447 2.972 -1.913
H -7.990 4.258 -1.449
H -6.476 4.606 -0.589
H -7.673 5.908 -0.868
H -5.405 6.611 -1.454
H -5.453 6.849 -3.208
H -3.299 5.866 -2.589
H -4.206 4.710 -3.578
H -3.704 2.530 -2.582
H -5.427 2.975 -2.399
H -4.512 2.361 -1.008
C 4.029 4.829 -1.026
O 5.419 4.522 -0.983
C 6.200 5.437 -1.758
C 6.899 6.465 -0.866
O 5.955 7.346 -0.249
C 5.715 7.010 1.113
H 3.523 4.230 -0.263
H 3.839 5.885 -0.825
H 3.624 4.559 -2.007
H 5.583 5.931 -2.519
H 6.961 4.845 -2.277
H 7.553 7.085 -1.489
H 7.524 5.971 -0.112
H 6.578 7.291 1.721
H 5.506 5.943 1.237
H 4.844 7.575 1.457
C -10.549 0.565 -2.264
O -10.480 0.351 -0.858
C -10.076 -0.983 -0.532
C -8.604 -1.031 -0.117
O -7.743 -0.733 -1.219
C -7.238 0.597 -1.164
H -10.659 1.639 -2.442
H -9.647 0.217 -2.773
H -11.426 0.052 -2.671
H -10.273 -1.666 -1.367
H -10.692 -1.303 0.314
H -8.364 -2.049 0.209
H -8.411 -0.355 0.726
H -6.482 0.673 -0.378
H -8.033 1.326 -0.984
H -6.769 0.826 -2.125
C -0.110 -4.395 -4.073
O -0.530 -3.035 -4.018
C 0.503 -2.168 -3.538
C 1.165 -1.405 -4.687
O 1.904 -2.286 -5.539
C 1.207 -2.578 -6.745
H -0.860 -4.962 -4.632
H 0.854 -4.502 -4.575
H -0.049 -4.802 -3.059
H 1.246 -2.729 -2.957
H 0.026 -1.448 -2.865
H 1.883 -0.691 -4.268
H 0.423 -0.836 -5.261
H 1.227 -1.706 -7.404
H 0.172 -2.875 -6.555
H 1.718 -3.406 -7.245
```

Output
Total charge = -1
LUMO level = 2.1634 eV
Energy relative to the best compared isomer or geometry (same formula, charge and spin) = 697.75 kJ/mol
Gap between HOMO and LUMO = 6.03 eV

Results of the Löwdin charge analysis, in e, for atoms 1 through 4:
1 C -0.190
2 C -0.437
3 P 0.887
4 C -0.322


(3)
This record from the OMol25 dataset describes 2 unconnected molecules or ions with the total composition C2H3NO2 at a distorted geometry. The level of theory is wB97M-V/def2-TZVPD.

Geometry as XYZ:
```
8
Properties=species:S:1:pos:R:3
C -1.592 0.381 -0.321
C -0.387 -0.178 0.171
N 2.495 -0.549 0.296
O 3.224 0.146 -0.269
O 0.556 0.504 0.564
H -2.402 -0.311 -0.481
H -1.621 1.365 -0.321
H -0.273 -1.359 0.361
```

Output
Total charge = 0
LUMO level (spin up / spin down) = 1.0665 / -1.9180 eV
Energy relative to the best compared isomer or geometry (same formula, charge and spin) = 496.85 kJ/mol
Gap between HOMO and LUMO (spin up / spin down) = 11.29 / 5.92 eV

Results of the Löwdin charge analysis, in e, for atoms 1 through 4:
1 C 0.148
2 C -0.351
3 N 0.037
4 O -0.026


(4)
This record from the OMol25 dataset describes 2 unconnected molecules or ions with the total composition C4H4N2O2 at a distorted geometry. The level of theory is wB97M-V/def2-TZVPD.

Geometry as XYZ:
```
12
Properties=species:S:1:pos:R:3
C -1.851 1.326 2.425
C 0.283 0.162 0.143
C -1.009 -0.092 -0.560
C -0.793 -0.456 0.840
N -2.177 2.232 3.028
N -1.088 -1.517 1.724
O -2.157 -2.058 1.546
O -0.202 -1.843 2.514
H 1.219 -0.475 0.063
H 0.555 1.184 0.392
H -1.470 0.796 -0.888
H -1.269 -0.774 -1.224
```

Output
Total charge = 0
LUMO level (spin up / spin down) = -3.3960 / -3.4330 eV
Energy relative to the best compared isomer or geometry (same formula, charge and spin) = 970.88 kJ/mol
Gap between HOMO and LUMO (spin up / spin down) = 7.46 / 7.34 eV

Results of the Löwdin charge analysis, in e, for atoms 1 through 4:
1 C -0.163
2 C -0.051
3 C -0.011
4 C -0.088


(5)
This record from the OMol25 dataset describes a single C3H6F2N2 molecule at a distorted geometry. The level of theory is wB97M-V/def2-TZVPD.

Geometry as XYZ:
```
13
Properties=species:S:1:pos:R:3
C 0.340 1.413 -0.342
C 0.817 0.251 0.416
F 1.787 0.660 1.370
F 1.485 -0.608 -0.502
C -0.263 -0.495 1.107
N -1.093 -1.277 0.545
N -1.199 -1.422 -0.756
H 1.238 1.976 -0.703
H -0.328 1.120 -1.139
H -0.219 2.110 0.238
H -0.452 -0.170 2.095
H -0.379 -1.299 -1.344
H -1.734 -2.259 -0.985
```

Output
Total charge = 0
SMILES = CC(F)(F)/C=N\N
LUMO level = 1.0173 eV
Energy relative to the best compared isomer or geometry (same formula, charge and spin) = 99.94 kJ/mol
Gap between HOMO and LUMO = 10.34 eV

Results of the Löwdin charge analysis, in e, for atoms 1 through 4:
1 C 0.000
2 C -0.513
3 F 0.027
4 F 0.015


(6)
This record from the OMol25 dataset describes 2 unconnected molecules or ions with the total composition CH3NOSi at a distorted geometry. The level of theory is wB97M-V/def2-TZVPD.

Geometry as XYZ:
```
7
Properties=species:S:1:pos:R:3
C -1.269 -0.545 -1.744
N -0.259 -0.507 0.544
O -2.316 -0.311 -1.364
Si 1.072 0.447 0.387
H -0.973 -0.402 1.226
H 1.539 1.564 1.220
H 2.205 -0.247 -0.268
```

Output
Total charge = 0
LUMO level = -0.5973 eV
Energy relative to the best compared isomer or geometry (same formula, charge and spin) = 248.94 kJ/mol
Gap between HOMO and LUMO = 9.16 eV

Results of the Löwdin charge analysis, in e, for atoms 1 through 4:
1 C -0.073
2 N -0.263
3 O -0.014
4 Si 0.620


(7)
This record from the OMol25 dataset describes a molecular structure, C16H36F14KN9O28S14 at a distorted geometry. The level of theory is wB97M-V/def2-TZVPD.

Geometry as XYZ:
```
118
Properties=species:S:1:pos:R:3
K 3.492 1.861 1.249
C 3.587 3.801 8.094
C 2.190 3.492 7.578
C 1.425 2.597 8.503
N 0.246 1.924 7.886
C -0.865 2.900 7.696
C 0.634 1.406 6.544
C -0.173 0.177 6.117
C -0.669 -0.352 7.468
C -0.318 0.618 8.585
H 4.041 4.575 7.477
H 4.188 2.894 8.069
H 3.584 4.245 9.092
H 2.316 3.116 6.567
H 1.619 4.404 7.374
H 1.140 3.015 9.469
H 2.053 1.758 8.831
H -0.505 3.573 6.918
H -1.029 3.524 8.572
H -1.789 2.460 7.335
H 0.510 2.100 5.711
H 1.680 1.111 6.574
H -1.001 0.274 5.423
H 0.561 -0.478 5.650
H -1.762 -0.357 7.479
H -0.394 -1.383 7.684
H -1.197 0.949 9.124
H 0.529 0.395 9.231
C -1.348 0.190 1.807
C -0.542 0.459 0.535
C -0.737 -0.642 -0.464
N 0.177 -0.509 -1.694
C 1.642 -0.628 -1.266
C -0.200 0.744 -2.435
C -1.582 0.439 -2.961
C -1.451 -0.995 -3.511
C -0.300 -1.618 -2.663
H -1.246 -0.839 2.139
H -2.395 0.463 1.672
H -0.901 0.781 2.609
H 0.505 0.547 0.824
H -0.817 1.452 0.179
H -1.708 -0.538 -0.940
H -0.684 -1.586 0.072
H 2.300 -0.536 -2.125
H 1.689 -1.560 -0.712
H 1.940 0.209 -0.612
H 0.515 0.873 -3.244
H -0.297 1.576 -1.750
H -1.760 1.073 -3.835
H -2.369 0.692 -2.262
H -1.272 -1.068 -4.574
H -2.379 -1.510 -3.250
H 0.475 -1.841 -3.395
H -0.470 -2.536 -2.106
N 0.924 -6.186 -3.578
S 0.635 -7.588 -4.232
O 1.537 -8.081 -5.229
O -0.742 -7.876 -4.445
F 1.042 -8.526 -2.974
S 0.071 -5.132 -4.497
O -1.214 -4.764 -4.046
O 0.179 -5.385 -5.882
F 0.971 -3.863 -4.242
N 3.624 -0.926 1.898
S 2.823 -1.994 2.730
O 3.613 -2.491 3.814
O 1.897 -2.826 2.064
F 1.884 -0.965 3.564
S 4.612 -1.955 0.979
O 4.008 -2.913 0.163
O 5.900 -2.159 1.525
F 4.811 -0.720 -0.010
N -5.124 -1.937 -1.424
S -5.570 -2.937 -2.578
O -6.320 -4.118 -2.248
O -4.525 -3.169 -3.529
F -6.607 -2.024 -3.362
S -4.293 -2.934 -0.427
O -3.098 -3.577 -0.852
O -5.193 -3.661 0.401
F -3.804 -1.740 0.529
N -4.788 3.384 -0.867
S -3.307 3.643 -1.496
O -2.225 2.968 -0.867
O -3.055 4.926 -2.053
F -3.548 2.771 -2.780
S -5.188 4.810 -0.324
O -5.825 5.700 -1.256
O -4.337 5.451 0.636
F -6.462 4.338 0.569
N -3.688 0.270 -8.274
S -4.741 1.358 -7.660
O -4.211 2.470 -6.942
O -5.989 0.787 -7.279
F -5.137 2.011 -9.096
S -2.806 -0.003 -6.987
O -3.574 -0.496 -5.896
O -1.670 0.798 -6.643
F -2.024 -1.299 -7.539
N 2.827 2.502 -1.275
S 3.558 2.983 -2.737
O 4.683 3.814 -2.549
O 2.682 3.125 -3.827
F 4.189 1.588 -3.087
S 1.767 3.698 -1.235
O 0.595 3.649 -2.014
O 2.361 4.972 -1.021
F 1.172 3.372 0.255
N 5.278 -2.949 -4.153
S 5.622 -3.076 -5.761
O 7.007 -3.352 -5.947
O 4.947 -2.326 -6.753
F 4.918 -4.490 -5.958
S 4.655 -1.511 -4.117
O 3.273 -1.356 -4.421
O 5.459 -0.413 -4.584
F 4.669 -1.361 -2.510
```

Output
Total charge = -4
LUMO level = 2.7884 eV
Energy relative to the best compared isomer or geometry (same formula, charge and spin) = 0.00 kJ/mol
Gap between HOMO and LUMO = 3.74 eV

Results of the Löwdin charge analysis, in e, for atoms 1 through 4:
1 K 0.830
2 C -0.084
3 C -0.246
4 C -0.150


(8)
This record from the OMol25 dataset describes 9 unconnected molecules or ions with the total composition C35H73N2O27 at a distorted geometry. The level of theory is wB97M-V/def2-TZVPD.

Geometry as XYZ:
```
137
Properties=species:S:1:pos:R:3
C 5.151 5.439 6.364
O 4.342 4.564 5.500
C 5.168 3.538 4.842
N 4.369 2.261 4.509
C 3.551 2.600 3.283
C 1.932 2.414 3.446
C 1.300 2.979 4.849
C 0.224 1.946 5.542
C 0.758 0.406 5.713
N 1.975 0.253 6.603
C 5.454 1.195 4.242
C 5.658 0.272 5.623
C 7.259 -0.028 5.941
C 7.338 -1.665 6.267
O 7.244 -2.163 7.531
O 7.481 -2.583 5.122
H 6.302 5.191 6.369
H 4.943 6.551 5.999
H 4.744 5.327 7.478
H 6.068 3.173 5.507
H 5.649 4.013 3.857
H 3.826 1.897 5.322
H 3.890 1.891 2.385
H 3.725 3.706 2.879
H 1.434 3.062 2.575
H 1.626 1.291 3.193
H 2.118 3.206 5.689
H 0.739 3.994 4.659
H -0.770 1.941 4.892
H -0.094 2.320 6.616
H 0.965 -0.155 4.685
H -0.125 -0.216 6.221
H 2.786 -0.195 6.089
H 2.326 1.193 6.928
H 5.152 0.433 3.406
H 6.489 1.683 3.926
H 5.074 -0.755 5.457
H 5.222 0.791 6.582
H 7.968 0.301 5.070
H 7.508 0.502 6.978
H 6.810 -2.254 4.447
C -1.894 5.320 2.343
O -1.726 3.931 2.064
C -2.777 3.359 1.423
O -3.805 3.925 1.086
O -2.485 2.049 1.223
C -3.509 1.316 0.553
H -0.995 5.672 2.856
H -2.006 5.889 1.415
H -2.752 5.480 3.003
H -3.686 1.726 -0.447
H -4.432 1.316 1.141
H -3.170 0.282 0.446
C 5.516 -4.989 6.134
O 4.803 -4.865 4.904
C 3.464 -4.705 5.050
O 2.857 -4.661 6.108
O 2.916 -4.601 3.813
C 1.500 -4.427 3.810
H 6.577 -5.112 5.898
H 5.401 -4.084 6.739
H 5.181 -5.872 6.687
H 1.224 -3.500 4.323
H 1.005 -5.288 4.271
H 1.170 -4.356 2.770
C -6.080 4.966 0.033
O -7.290 4.661 -0.658
C -7.628 5.562 -1.615
O -6.998 6.566 -1.910
O -8.788 5.152 -2.187
C -9.268 6.011 -3.220
H -5.907 4.180 0.774
H -5.232 4.978 -0.660
H -6.166 5.922 0.559
H -8.548 6.065 -4.043
H -9.482 7.009 -2.824
H -10.200 5.587 -3.606
C 3.049 6.042 -0.235
O 2.336 6.165 -1.464
C 0.996 6.326 -1.319
O 0.390 6.369 -0.260
O 0.448 6.429 -2.556
C -0.967 6.603 -2.558
H 4.109 5.918 -0.470
H 2.933 6.946 0.371
H 2.714 5.158 0.319
H -1.243 7.530 -2.045
H -1.463 5.742 -2.097
H -1.297 6.674 -3.598
C 8.455 -9.119 0.445
O 7.221 -8.521 0.835
C 7.307 -7.726 1.931
O 8.320 -7.500 2.575
O 6.072 -7.227 2.188
C 6.011 -6.366 3.324
H 8.268 -9.732 -0.441
H 9.191 -8.351 0.183
H 8.837 -9.769 1.239
H 6.649 -5.488 3.177
H 6.296 -6.906 4.233
H 4.978 -6.026 3.435
C -7.842 -1.161 -2.388
O -6.535 -1.323 -1.841
C -5.903 -2.458 -2.234
O -6.355 -3.307 -2.986
O -4.681 -2.484 -1.645
C -3.897 -3.631 -1.969
H -8.253 -0.221 -2.008
H -7.799 -1.100 -3.480
H -8.498 -1.977 -2.069
H -3.696 -3.670 -3.045
H -4.395 -4.546 -1.634
H -2.942 -3.547 -1.444
C -6.316 -3.844 -9.908
O -6.625 -4.774 -8.871
C -6.195 -4.399 -7.640
O -5.592 -3.372 -7.372
O -6.553 -5.366 -6.758
C -6.164 -5.105 -5.411
H -6.705 -4.245 -10.848
H -6.798 -2.880 -9.719
H -5.232 -3.724 -10.008
H -6.640 -4.191 -5.041
H -5.074 -5.035 -5.331
H -6.501 -5.942 -4.793
C -3.246 -0.447 -11.430
O -3.712 -1.507 -12.262
C -2.892 -1.801 -13.303
O -1.836 -1.246 -13.563
O -3.452 -2.819 -14.005
C -2.693 -3.237 -15.138
H -3.978 -0.297 -10.631
H -2.286 -0.707 -10.973
H -3.165 0.484 -12.000
H -1.711 -3.609 -14.829
H -2.590 -2.417 -15.857
H -3.234 -4.054 -15.623
```

Output
Total charge = +1
LUMO level = -2.8912 eV
Gap between HOMO and LUMO = 8.79 eV

Results of the Löwdin charge analysis, in e, for atoms 1 through 4:
1 C -0.082
2 O -0.214
3 C -0.157
4 N -0.094


Q: What is the total charge in the second record?
A: -1